The following is a quantum chemistry calculation of C23H27N6O2PdS as an isolated structure, from the OMol25 dataset.

The geometry in XYZ format:
```
60
C23H27N6O2PdS ωB97M-V/def2-TZVPD
Pd -0.29 0.77 1.65
C 2.56 1.07 4.83
C 1.48 0.73 3.87
N 1.27 1.31 2.74
N 2.02 2.37 2.29
C 1.60 3.04 1.20
N 2.29 4.10 0.82
S 0.21 2.54 0.33
C 0.52 -0.36 4.16
C 0.62 -1.16 5.29
C -0.33 -2.16 5.50
C -1.34 -2.33 4.58
C -1.37 -1.50 3.46
N -0.48 -0.54 3.26
H 3.03 2.03 4.63
H 3.34 0.30 4.80
H 2.17 1.11 5.84
H 2.86 2.63 2.79
H 3.08 4.46 1.33
H 1.99 4.63 0.01
H 1.42 -1.01 6.00
H -0.26 -2.79 6.37
H -2.09 -3.10 4.70
H -2.14 -1.62 2.70
C -1.91 1.84 -4.41
C -0.61 2.11 -3.63
C 0.37 0.99 -3.79
C 1.25 0.96 -4.84
C 2.13 -0.13 -5.01
C 2.15 -1.21 -4.12
C 1.30 -1.24 -3.04
C 1.25 -2.40 -2.10
C 0.22 -3.45 -2.53
C 0.38 -0.14 -2.90
N -0.45 -0.11 -1.83
C -1.66 -0.46 -1.69
C -2.47 -0.21 -0.52
C -3.90 -0.37 -0.56
C -4.37 0.10 0.62
C -3.20 0.51 1.38
N -2.08 0.31 0.71
H -2.61 2.67 -4.28
H -2.40 0.93 -4.08
H -1.70 1.74 -5.48
H -0.83 2.28 -2.57
H -0.16 3.03 -4.00
H 1.27 1.77 -5.56
H 2.82 -0.12 -5.85
H 2.84 -2.02 -4.28
H 1.02 -2.04 -1.09
H 2.24 -2.86 -2.06
H -0.79 -3.03 -2.57
H 0.21 -4.28 -1.84
H 0.45 -3.83 -3.52
H -2.20 -0.94 -2.51
H -4.46 -0.76 -1.39
H -5.39 0.17 0.96
H -3.20 0.93 2.38
O 1.29 -2.05 1.43
O 1.03 -3.21 1.45
```

The LUMO energy (alpha / beta) comes out at -9.27 / -11.33 eV. The energy above the lowest of the compared OMol25 structures with the same formula, charge and spin comes out at 0.000 eV. As for the largest force on an atom: 0.44 eV/A. The HOMO energy (alpha / beta) is -17.445 / -17.534 eV. The frontier orbital gap (alpha / beta) comes out at 8.1723 / 6.1996 eV. The total charge is +3. As for the spin multiplicity: 5. The calculation puts the total energy at -1896.62882 a.u. The expectation value of S² is 6.063.


The following is a quantum chemistry calculation of C23H27N6STl as an isolated structure, from the OMol25 dataset.

The geometry in XYZ format:
```
58
C23H27N6STl ωB97M-V/def2-TZVPD
Tl -0.77 0.04 0.12
C -2.61 -5.15 -0.47
C -3.16 -4.14 0.32
C -2.35 -3.19 0.90
C -0.96 -3.25 0.74
C -0.41 -4.27 -0.05
C -1.23 -5.21 -0.65
N -0.21 -2.21 1.29
C 1.03 -2.38 1.77
C 1.62 -3.64 2.08
C 2.87 -3.71 2.63
C 3.61 -2.55 2.89
C 3.06 -1.30 2.62
C 1.79 -1.20 2.09
N 1.19 0.03 1.78
N 1.60 1.01 2.43
C 0.95 2.24 2.10
C 1.36 3.34 2.84
C 0.73 4.56 2.61
C -0.29 4.61 1.68
C -0.63 3.46 0.98
N 0.00 2.30 1.18
H -3.25 -5.89 -0.93
H -4.23 -4.11 0.47
H -2.77 -2.39 1.51
H 0.67 -4.32 -0.20
H -0.80 -5.99 -1.26
H 1.03 -4.53 1.93
H 3.30 -4.67 2.88
H 4.60 -2.62 3.32
H 3.61 -0.39 2.82
H 2.14 3.22 3.57
H 1.02 5.44 3.17
H -0.83 5.53 1.49
H -1.42 3.47 0.25
C 1.33 -1.40 -1.84
C 0.10 -1.82 -2.64
N -1.17 -1.46 -1.98
C -2.15 -0.80 -2.85
C -1.74 0.59 -3.35
S -1.34 1.80 -2.05
C 0.42 2.17 -2.29
C 1.35 0.98 -2.48
N 1.26 0.00 -1.39
H 2.22 -1.59 -2.44
H 1.41 -2.03 -0.95
H 0.14 -2.89 -2.81
H 0.12 -1.36 -3.63
H -1.60 -2.29 -1.58
H -3.09 -0.73 -2.31
H -2.34 -1.40 -3.75
H -2.58 1.01 -3.89
H -0.90 0.55 -4.04
H 0.69 2.72 -1.38
H 0.51 2.86 -3.13
H 2.36 1.36 -2.58
H 1.13 0.48 -3.42
H 2.01 0.16 -0.72
```

The LUMO energy (alpha / beta) comes out at -7.95 / -8.08 eV. As for the largest force on an atom: 0.43 eV/A. The HOMO energy (alpha / beta) is -13.699 / -13.676 eV. The frontier orbital gap (alpha / beta) comes out at 5.7538 / 5.5971 eV. The total charge is +2. The calculation puts the total energy at -1791.26146 a.u.


The following is a quantum chemistry calculation of C23H28AuBN5O2S as an isolated structure, from the OMol25 dataset.

The geometry in XYZ format:
```
61
C23H28AuBN5O2S ωB97M-V/def2-TZVPD
Au 0.90 1.47 0.03
N 2.39 0.21 0.86
N 3.26 -0.45 -0.03
C 3.00 -0.75 -1.30
N 4.04 -1.15 -2.02
S 1.49 -0.66 -2.08
H 2.99 0.81 1.44
H 1.89 -0.49 1.42
H 4.22 -0.51 0.29
H 4.99 -1.04 -1.69
H 3.90 -1.53 -2.94
C 3.06 3.94 1.04
N 1.81 3.55 0.42
C 1.00 4.44 -0.06
C -0.22 4.03 -0.65
C -1.26 4.74 -1.23
C -2.20 3.80 -1.66
C -1.70 2.55 -1.33
N -0.51 2.68 -0.72
C 4.15 2.96 0.66
C 4.46 2.75 -0.68
C 5.49 1.89 -1.05
C 6.21 1.21 -0.07
C 5.89 1.38 1.27
C 4.87 2.27 1.63
H 2.95 3.95 2.13
H 3.36 4.95 0.73
H 1.24 5.50 -0.02
H -1.32 5.82 -1.32
H -3.14 4.00 -2.16
H -2.13 1.57 -1.50
H 3.91 3.29 -1.44
H 5.74 1.78 -2.10
H 7.04 0.57 -0.35
H 6.46 0.87 2.03
H 4.66 2.44 2.68
C -5.67 -3.11 1.70
C -4.96 -3.41 0.37
C -4.93 -4.92 0.14
C -5.77 -2.77 -0.76
C -3.53 -2.87 0.43
C -2.66 -3.35 1.41
C -1.34 -2.92 1.53
C -0.92 -1.98 0.62
O 0.33 -1.37 0.52
B 0.19 -0.45 -0.58
O -1.10 -0.56 -1.13
C -1.76 -1.49 -0.35
C -3.06 -1.91 -0.48
H -6.69 -3.48 1.67
H -5.70 -2.03 1.89
H -5.16 -3.58 2.54
H -5.95 -5.32 0.10
H -4.40 -5.44 0.94
H -4.43 -5.16 -0.80
H -6.78 -3.18 -0.75
H -5.33 -2.97 -1.74
H -5.86 -1.69 -0.63
H -3.01 -4.10 2.11
H -0.69 -3.31 2.30
H -3.69 -1.50 -1.25
```

The LUMO energy comes out at -2.74 eV. The energy above the lowest of the compared OMol25 structures with the same formula, charge and spin comes out at 0.000 eV. As for the largest force on an atom: 0.39 eV/A. The HOMO energy is -10.371 eV. The frontier orbital gap comes out at 7.6298 eV. The total charge is +1. The calculation puts the total energy at -1876.11041 a.u.


The following is a quantum chemistry calculation of C23H28BIrN8O6S2 as an isolated structure in a non-equilibrium geometry, from the OMol25 dataset.

The geometry in XYZ format:
```
69
C23H28BIrN8O6S2 ωB97M-V/def2-TZVPD
Ir -0.06 -0.08 0.95
N 1.91 0.18 1.58
N 1.85 0.41 2.98
C 0.67 1.05 3.46
O 0.72 1.57 4.55
O -0.38 0.98 2.69
H 2.46 -0.65 1.38
H 2.33 0.98 1.10
H 2.67 0.82 3.39
O -0.89 2.76 0.21
B 0.11 1.80 0.33
O 1.36 2.38 0.01
C 1.10 3.69 -0.31
C 1.97 4.68 -0.70
C 1.42 5.93 -0.96
C 0.05 6.16 -0.83
C -0.82 5.15 -0.44
C -0.26 3.92 -0.19
H 3.03 4.50 -0.79
H 2.07 6.74 -1.26
H -0.34 7.15 -1.04
H -1.88 5.31 -0.34
C -1.96 -3.27 -3.01
C -1.41 -1.86 -3.17
N -0.77 -1.49 -1.93
C -0.10 -2.35 -1.13
N 0.43 -1.89 -0.02
C 1.02 -2.83 0.94
C 1.67 -3.99 0.20
C 0.61 -4.65 -0.65
N -0.05 -3.65 -1.50
C -0.81 -4.19 -2.62
H -2.41 -3.62 -3.94
H -2.72 -3.28 -2.22
H -2.21 -1.15 -3.36
H -0.71 -1.82 -4.01
H -0.77 -0.53 -1.62
H 0.24 -3.21 1.60
H 1.75 -2.32 1.56
H 2.06 -4.72 0.91
H 2.50 -3.63 -0.41
H -0.14 -5.12 -0.01
H 1.04 -5.40 -1.31
H -1.20 -5.16 -2.32
H -0.14 -4.35 -3.48
N -5.92 -3.34 6.47
C -5.13 -3.47 5.33
C -5.71 -3.56 4.07
C -4.92 -3.72 2.95
C -3.54 -3.80 3.08
C -2.95 -3.72 4.34
C -3.74 -3.56 5.45
S -2.51 -3.92 1.66
O -1.38 -4.74 2.00
O -3.34 -4.35 0.55
N -1.93 -2.45 1.41
C -2.59 -1.54 0.71
S -4.18 -1.68 -0.02
C -4.07 -0.05 -0.59
C -2.88 0.48 -0.26
N -2.04 -0.36 0.45
H -6.84 -2.97 6.32
H -5.47 -2.96 7.28
H -6.79 -3.51 3.97
H -5.36 -3.81 1.96
H -1.87 -3.80 4.43
H -3.28 -3.51 6.44
H -4.87 0.42 -1.14
H -2.55 1.48 -0.49
```

The LUMO energy comes out at 0.11 eV. The energy above the lowest of the compared OMol25 structures with the same formula, charge and spin comes out at 0.000 eV. As for the largest force on an atom: 1.49 eV/A. The HOMO energy is -7.550 eV. The frontier orbital gap comes out at 7.6555 eV. The total charge is 0. The calculation puts the total energy at -2708.47543 a.u.